A molecular structure, C2H2INOS2 at a distorted geometry. Source: the OMol25 dataset; level of theory: the ωB97M-V functional and the def2-TZVPD basis.

Structure (XYZ):
```
9
Properties=species:S:1:pos:R:3:forces:R:3:lowdin_charge:R:1
C -0.907415 -0.243037 0.112401 1.059 -1.458 2.907 -0.436
C 1.306667 -0.026431 1.123665 2.152 -0.085 0.382 -0.767
N 0.117929 -0.527562 0.801066 -1.794 0.222 -0.382 -0.025
O -2.343251 0.598598 -1.614128 -4.468 -0.565 -1.965 -0.480
S 1.556774 0.986506 2.388080 -0.389 0.131 -0.412 0.630
S -1.095955 0.949133 -1.103047 5.184 1.203 -0.772 0.817
I 1.024352 -0.651727 -2.790143 -1.132 0.969 0.950 0.068
H -1.916328 -0.631071 0.385175 0.796 -0.447 -0.515 0.118
H 2.257227 -0.454408 0.696932 -1.409 0.031 -0.193 0.076
```
Forces are in eV/Å.

Properties
Kohn-Sham gap (alpha / beta) = 5.68 / 5.68 eV
HOMO energy (alpha / beta) = -9.153 / -9.153 eV
energy above the lowest of the compared OMol25 structures with the same formula, charge and spin = 1.508 eV
F_max = 0.1046 hartree/bohr

A molecular structure, C19H27F6MnN4O3PS. Source: the OMol25 dataset; level of theory: the ωB97M-V functional and the def2-TZVPD basis.

Structure (XYZ):
```
62
Properties=species:S:1:pos:R:3:forces:R:3:lowdin_charge:R:1
Mn -0.529637 0.200835 -0.131954 0.679 -0.129 0.050 0.976
C -2.379114 3.168255 -2.520536 0.004 0.013 0.016 0.010
C -1.791419 2.544155 -1.289756 0.003 0.002 0.008 -0.396
O -0.949992 1.633221 -1.451884 -0.108 0.072 -0.124 -0.122
C -2.192065 3.043225 -0.015824 -0.019 0.018 0.004 0.019
C -1.574594 2.735892 1.174440 -0.093 0.017 -0.020 -0.272
C -1.889600 3.504218 2.417425 -0.005 0.021 0.025 -0.026
N -0.631205 1.760459 1.226136 -0.100 0.097 0.054 -0.032
N 0.050367 1.694198 2.341697 0.033 0.000 0.004 0.121
C 1.065255 0.763439 2.247516 -0.130 0.076 -0.008 -0.393
O 1.261249 0.096165 1.227982 0.095 0.007 -0.015 -0.082
C 1.917804 0.624251 3.443928 0.074 -0.028 0.024 -0.144
C 3.022913 -0.222457 3.380198 -0.015 0.008 0.005 -0.014
C 3.836580 -0.380166 4.488670 0.005 -0.005 -0.010 -0.070
C 3.548731 0.303608 5.663018 0.022 -0.009 0.019 -0.080
C 2.448657 1.147362 5.729105 -0.015 0.008 0.001 -0.076
C 1.632918 1.312353 4.621430 0.022 -0.017 0.024 -0.023
H -2.053233 2.617463 -3.398690 -0.012 0.007 -0.003 0.083
H -2.079093 4.215277 -2.595693 0.022 -0.011 0.003 0.096
H -3.468065 3.146574 -2.457771 0.000 -0.016 0.002 0.099
H -2.945202 3.818265 -0.010410 -0.001 -0.008 0.006 0.116
H -2.709639 4.195212 2.237492 0.006 -0.007 0.006 0.079
H -1.010391 4.060134 2.744128 -0.006 0.005 -0.004 0.089
H -2.146939 2.822492 3.228061 -0.001 -0.008 -0.012 0.089
H 3.232431 -0.741957 2.454126 -0.012 0.010 0.013 0.120
H 4.696416 -1.035260 4.438595 -0.003 0.004 0.003 0.105
H 4.186302 0.179408 6.529361 -0.009 -0.001 -0.007 0.104
H 2.225718 1.678169 6.645517 0.008 -0.005 -0.003 0.103
H 0.774705 1.967713 4.660455 0.000 -0.003 -0.013 0.106
C 1.984935 -2.348887 -2.826574 0.029 -0.042 -0.003 -0.049
N 1.615660 -1.176493 -3.576718 -0.081 0.020 -0.026 -0.153
C 1.199017 -1.266546 -4.971628 0.014 0.002 -0.009 -0.103
C 0.732038 0.164322 -5.289426 0.051 -0.007 -0.019 -0.128
N 1.209049 0.900045 -4.124111 0.049 -0.030 0.033 0.030
C 1.586733 0.076046 -3.120865 -0.052 0.061 -0.129 -0.804
S 1.979793 0.605683 -1.570804 0.049 -0.126 0.149 0.698
H 1.179375 -3.082899 -2.879624 0.016 0.017 0.014 0.087
H 2.148066 -2.058919 -1.792249 0.005 0.001 0.009 0.057
H 2.902827 -2.787215 -3.226930 -0.008 -0.002 -0.005 0.093
H 0.398287 -1.997690 -5.074465 0.006 0.002 -0.005 0.112
H 2.040649 -1.573109 -5.599576 0.010 0.006 0.035 0.123
H -0.351581 0.219275 -5.374162 -0.039 0.002 0.016 0.104
H 1.185859 0.544327 -6.203931 -0.022 0.006 0.005 0.113
H 0.867219 1.807877 -3.865343 -0.038 0.044 -0.026 0.124
C -2.333024 -2.895397 1.644312 -0.021 -0.035 -0.015 -0.049
C -0.991451 -2.305996 1.236739 -0.074 0.067 0.054 -0.497
C 0.082622 -2.586264 2.274265 0.034 -0.016 0.028 -0.045
O -1.207253 -0.904130 1.073974 -0.142 -0.125 0.173 -0.263
H -2.261471 -3.981175 1.735936 0.029 0.017 -0.007 0.086
H -3.087190 -2.658867 0.897452 -0.023 0.000 0.019 0.069
H -2.641764 -2.486754 2.608605 0.008 0.017 -0.009 0.084
H -0.695993 -2.734807 0.276142 0.020 -0.028 0.004 0.119
H -0.201945 -2.167092 3.242953 -0.003 0.024 -0.026 0.090
H 1.037244 -2.158224 1.977714 0.035 0.003 -0.010 0.058
H 0.212891 -3.664283 2.395384 -0.039 0.020 -0.010 0.085
F -0.597410 -1.268166 -1.542189 -0.185 -0.012 -0.159 -0.253
P -2.082072 -1.499336 -2.455689 0.024 0.018 0.061 0.219
F -3.430453 -1.653440 -3.259725 -0.037 -0.039 -0.071 -0.094
F -1.257038 -2.499388 -3.392231 -0.018 -0.019 -0.009 -0.120
F -2.732694 -0.448300 -1.404373 -0.109 0.012 -0.032 -0.142
F -2.434741 -2.700393 -1.472154 0.061 0.023 -0.004 -0.107
F -1.606035 -0.266332 -3.367446 0.006 0.002 -0.077 -0.129
```
Forces are in eV/Å.

Properties
Kohn-Sham gap (alpha / beta) = 6.87 / 6.22 eV
HOMO energy (alpha / beta) = -8.016 / -8.259 eV
energy above the lowest of the compared OMol25 structures with the same formula, charge and spin = 0.718 eV
multiplicity = 6
F_max = 0.0135 hartree/bohr

> Which of these has the highest F_max?

C2H2INOS2

Please write out number 1 again, unchanged.
A molecular structure, C2H2INOS2 at a distorted geometry. Source: the OMol25 dataset; level of theory: the ωB97M-V functional and the def2-TZVPD basis.

Structure (XYZ):
```
9
Properties=species:S:1:pos:R:3:forces:R:3:lowdin_charge:R:1
C -0.907415 -0.243037 0.112401 1.059 -1.458 2.907 -0.436
C 1.306667 -0.026431 1.123665 2.152 -0.085 0.382 -0.767
N 0.117929 -0.527562 0.801066 -1.794 0.222 -0.382 -0.025
O -2.343251 0.598598 -1.614128 -4.468 -0.565 -1.965 -0.480
S 1.556774 0.986506 2.388080 -0.389 0.131 -0.412 0.630
S -1.095955 0.949133 -1.103047 5.184 1.203 -0.772 0.817
I 1.024352 -0.651727 -2.790143 -1.132 0.969 0.950 0.068
H -1.916328 -0.631071 0.385175 0.796 -0.447 -0.515 0.118
H 2.257227 -0.454408 0.696932 -1.409 0.031 -0.193 0.076
```
Forces are in eV/Å.

Properties
Kohn-Sham gap (alpha / beta) = 5.68 / 5.68 eV
HOMO energy (alpha / beta) = -9.153 / -9.153 eV
energy above the lowest of the compared OMol25 structures with the same formula, charge and spin = 1.508 eV
F_max = 0.1046 hartree/bohr

Please write out number 1 again, unchanged.
A molecular structure, C2H2INOS2 at a distorted geometry. Source: the OMol25 dataset; level of theory: the ωB97M-V functional and the def2-TZVPD basis.

Structure (XYZ):
```
9
Properties=species:S:1:pos:R:3:forces:R:3:lowdin_charge:R:1
C -0.907415 -0.243037 0.112401 1.059 -1.458 2.907 -0.436
C 1.306667 -0.026431 1.123665 2.152 -0.085 0.382 -0.767
N 0.117929 -0.527562 0.801066 -1.794 0.222 -0.382 -0.025
O -2.343251 0.598598 -1.614128 -4.468 -0.565 -1.965 -0.480
S 1.556774 0.986506 2.388080 -0.389 0.131 -0.412 0.630
S -1.095955 0.949133 -1.103047 5.184 1.203 -0.772 0.817
I 1.024352 -0.651727 -2.790143 -1.132 0.969 0.950 0.068
H -1.916328 -0.631071 0.385175 0.796 -0.447 -0.515 0.118
H 2.257227 -0.454408 0.696932 -1.409 0.031 -0.193 0.076
```
Forces are in eV/Å.

Properties
Kohn-Sham gap (alpha / beta) = 5.68 / 5.68 eV
HOMO energy (alpha / beta) = -9.153 / -9.153 eV
energy above the lowest of the compared OMol25 structures with the same formula, charge and spin = 1.508 eV
F_max = 0.1046 hartree/bohr